Below is a 14-piece molecular cluster, C48H93Br27N3O2 overall, with properties calculated with ωB97M-V with the def2-TZVPD basis set.

Properties
Relative energy (zero: lowest compared OMol25 entry of this formula, charge and spin): 21.2 kcal/mol
Maximum force: 2.0 eV/Å
LUMO: -3.15 eV
Total charge: +1
E_HOMO: -11.34 eV

Atoms and positions in Å:
C  -4.249  -0.030  1.532
C  -4.356  1.439  1.031
C  -3.168  1.710  0.083
C  -3.565  1.266  -1.315
N  -2.532  1.440  -2.364
C  -1.260  1.025  -1.974
N  -0.414  1.987  -1.689
N  0.804  1.557  -1.375
C  1.779  2.655  -1.107
C  2.559  2.501  0.200
C  4.079  2.250  -0.076
C  4.795  1.150  0.734
C  5.899  0.514  -0.150
C  6.474  -0.808  0.362
C  7.210  -1.594  -0.726
C  6.333  -2.508  -1.535
O  6.982  -2.924  -2.728
C  6.091  -3.692  -3.501
C  1.182  0.319  -1.272
C  0.283  -0.723  -1.519
C  0.630  -2.146  -1.330
C  0.525  -2.581  0.171
C  1.868  -2.986  0.763
Br  -0.157  -1.149  1.362
C  -0.972  -0.354  -1.938
C  -2.005  -1.358  -2.343
C  -2.482  -2.327  -1.226
O  -2.090  -3.670  -1.509
H  -3.615  -0.076  2.412
H  -3.755  -0.604  0.751
H  -5.218  -0.495  1.684
H  -4.336  2.104  1.885
H  -5.290  1.504  0.484
H  -2.911  2.766  0.115
H  -2.342  1.127  0.490
H  -3.932  0.243  -1.296
H  -4.419  1.866  -1.615
H  -2.478  2.411  -2.650
H  2.433  2.703  -1.968
H  1.242  3.595  -1.086
H  2.457  3.383  0.818
H  2.198  1.660  0.788
H  4.228  1.999  -1.126
H  4.578  3.206  0.054
H  5.346  1.648  1.525
H  4.126  0.387  1.130
H  6.707  1.243  -0.134
H  5.584  0.410  -1.192
H  7.236  -0.584  1.104
H  5.707  -1.395  0.867
H  7.816  -0.937  -1.347
H  7.917  -2.226  -0.197
H  6.130  -3.399  -0.940
H  5.397  -2.010  -1.818
H  6.634  -4.231  -4.267
H  5.582  -4.439  -2.881
H  5.325  -3.052  -3.949
H  2.194  0.106  -0.965
H  1.671  -2.286  -1.615
H  -0.016  -2.778  -1.925
H  -0.154  -3.420  0.280
H  1.827  -2.818  1.833
H  2.618  -2.295  0.392
H  2.074  -4.023  0.527
H  -1.556  -1.981  -3.115
H  -2.868  -0.894  -2.797
H  -2.111  -2.051  -0.250
H  -3.569  -2.317  -1.156
H  -2.498  -3.918  -2.345
Br  5.956  -6.940  2.815
C  7.654  -6.896  1.862
C  8.779  -6.429  2.748
Br  8.736  -4.503  3.028
H  7.511  -6.267  0.990
H  7.829  -7.921  1.541
H  9.740  -6.627  2.278
H  8.756  -6.887  3.731
Br  0.920  -6.266  1.195
C  0.086  -6.194  2.954
C  0.838  -5.250  3.851
Br  2.479  -6.063  4.508
H  0.049  -7.208  3.338
H  -0.926  -5.836  2.778
H  0.257  -5.024  4.739
H  1.113  -4.326  3.358
Br  -1.799  -3.665  7.612
C  0.136  -3.592  7.800
C  0.697  -2.298  7.276
Br  0.729  -2.275  5.330
H  0.535  -4.460  7.284
H  0.329  -3.686  8.866
H  1.734  -2.182  7.585
H  0.127  -1.430  7.590
Br  1.396  2.746  -4.613
C  2.901  3.437  -5.634
C  3.833  4.184  -4.721
Br  3.072  5.890  -4.203
H  2.481  4.051  -6.423
H  3.400  2.577  -6.074
H  4.771  4.406  -5.225
H  4.042  3.653  -3.797
Br  -3.798  -3.578  1.843
C  -4.858  -4.975  1.001
C  -5.920  -4.390  0.112
Br  -7.412  -3.690  1.147
H  -5.260  -5.594  1.796
H  -4.149  -5.556  0.414
H  -6.349  -5.160  -0.526
H  -5.553  -3.575  -0.503
Br  7.284  8.948  -3.534
C  5.857  8.484  -2.297
C  6.358  7.636  -1.161
Br  6.662  5.798  -1.724
H  5.085  7.990  -2.879
H  5.478  9.433  -1.923
H  5.608  7.573  -0.377
H  7.293  7.993  -0.742
Br  1.600  4.714  3.081
C  1.446  6.582  2.549
C  1.445  6.735  1.052
Br  3.232  6.530  0.300
H  2.262  7.112  3.030
H  0.502  6.921  2.968
H  1.133  7.739  0.775
H  0.810  6.010  0.554
Br  -6.344  4.224  -0.041
C  -7.148  4.145  1.727
C  -6.584  5.199  2.641
Br  -4.806  4.724  3.287
H  -6.995  3.137  2.099
H  -8.210  4.316  1.563
H  -7.195  5.290  3.534
H  -6.495  6.168  2.163
Br  -10.446  5.237  -0.003
C  -11.434  5.577  1.641
C  -11.173  6.963  2.165
Br  -9.426  7.088  3.016
H  -11.152  4.801  2.344
H  -12.482  5.462  1.376
H  -11.890  7.218  2.942
H  -11.198  7.719  1.388
Br  -2.729  4.722  -4.771
C  -1.251  5.549  -5.734
C  -0.342  6.307  -4.806
Br  -1.120  8.007  -4.266
H  -1.688  6.177  -6.504
H  -0.716  4.723  -6.199
H  0.588  6.566  -5.311
H  -0.117  5.761  -3.896
Br  -5.378  -6.303  -3.297
C  -4.433  -7.867  -2.634
C  -5.386  -8.915  -2.131
Br  -6.114  -8.442  -0.387
H  -3.745  -7.521  -1.868
H  -3.868  -8.239  -3.486
H  -4.867  -9.859  -1.979
H  -6.231  -9.071  -2.793
Br  -4.774  -10.118  -6.357
C  -3.141  -9.575  -7.266
C  -2.188  -8.903  -6.317
Br  -2.757  -7.085  -5.913
H  -3.436  -8.935  -8.091
H  -2.707  -10.493  -7.656
H  -1.201  -8.805  -6.764
H  -2.105  -9.426  -5.370
Br  1.254  7.543  6.299
C  1.015  5.652  6.699
C  1.143  5.378  8.174
Br  3.001  5.411  8.748
H  1.742  5.111  6.105
H  0.012  5.410  6.352
H  0.787  4.377  8.405
H  0.612  6.101  8.784

Atoms 1-2, force components in eV/Å:
0.104 0.726 -0.572
0.483 -1.443 0.017